{"formula": "C5H11O", "method": "ωB97M-V/def2-TZVPD", "symbols": ["C", "C", "C", "C", "C", "O", "H", "H", "H", "H", "H", "H", "H", "H", "H", "H", "H"], "coordinates": [[-0.16, 2.09, 2.20], [0.68, -1.30, -1.85], [-1.78, 0.25, -0.19], [0.71, -0.42, -0.55], [-0.36, 0.52, -0.37], [0.41, 1.14, 1.71], [0.37, 3.03, 2.46], [-1.28, 2.00, 2.19], [1.82, -1.67, -1.77], [0.51, -0.66, -2.81], [0.02, -2.17, -1.74], [-2.22, -0.36, 0.70], [-2.10, 1.28, -0.19], [-2.09, -0.34, -1.03], [0.72, -1.23, 0.22], [1.60, 0.11, -0.68], [-0.19, 1.59, -0.55]], "orbital_gap_ev": 8.98, "lumo_energy_ha": -0.222, "charge": 1, "de_lowest_ev": 1.939, "e_tot_ev": -7400.31220}

{"formula": "C16H19CdCl", "method": "ωB97M-V/def2-TZVPD", "symbols": ["C", "C", "C", "H", "C", "C", "H", "H", "H", "H", "Cd", "Cl", "C", "C", "C", "H", "C", "C", "H", "H", "H", "H", "C", "C", "C", "C", "C", "C", "H", "H", "H", "H", "H", "H", "H", "H", "H"], "coordinates": [[-1.96, 0.22, 2.71], [-2.69, 0.65, 1.56], [-1.97, 1.72, 0.96], [-3.60, 0.19, 1.18], [-0.80, 1.96, 1.74], [-0.80, 1.03, 2.83], [-0.04, 0.97, 3.61], [-2.26, -0.59, 3.38], [-2.26, 2.26, 0.06], [-0.02, 2.70, 1.53], [-1.31, -0.47, -1.59], [-2.39, -2.12, -0.10], [-1.81, -0.54, -3.90], [-1.15, 0.74, -3.80], [-1.95, 1.59, -2.97], [-0.27, 1.05, -4.36], [-3.12, 0.86, -2.57], [-3.03, -0.46, -3.13], [-3.80, -1.22, -3.08], [-1.53, -1.36, -4.55], [-1.79, 2.66, -2.84], [-3.99, 1.27, -2.05], [3.24, -2.20, 0.59], [2.67, -0.82, 0.91], [2.22, -0.80, 2.37], [3.75, 0.24, 0.65], [1.54, -0.57, 0.04], [0.57, -0.41, -0.69], [4.09, -2.42, 1.25], [3.59, -2.25, -0.44], [2.48, -2.97, 0.75], [3.07, -1.00, 3.03], [1.79, 0.17, 2.64], [1.47, -1.57, 2.53], [4.09, 0.18, -0.38], [3.37, 1.25, 0.83], [4.60, 0.06, 1.31]], "orbital_gap_ev": 4.73, "lumo_energy_ha": 0.191, "charge": -2, "e_tot_ev": -33983.85206}

{"formula": "C3H5O3P", "method": "ωB97M-V/def2-TZVPD", "symbols": ["C", "C", "C", "O", "O", "O", "P", "H", "H", "H", "H", "H"], "coordinates": [[1.73, 2.08, 0.63], [-0.08, -0.07, -0.08], [0.76, -1.39, -0.33], [-2.80, 1.06, 0.30], [-0.88, 0.14, -1.37], [-2.36, -1.51, -0.18], [-1.90, -0.06, -0.03], [1.00, 2.95, 0.47], [1.70, 1.82, 1.79], [0.73, -1.97, 0.52], [0.34, -2.04, -1.06], [1.76, -1.00, -0.66]], "orbital_gap_ev": [6.03, 5.47], "lumo_energy_ha": [0.257, 0.257], "charge": -2, "de_lowest_ev": 5.644, "e_tot_ev": -18617.41601}